Record 1
Formula: C7H21O3PSi
Source: the Open Molecules 2025 dataset
Level of theory: ωB97M-V with the def2-TZVPD basis set

* frontier orbital gap: 8.4 eV

```
33
Properties=species:S:1:pos:R:3:nbo_charge:R:1
C -1.400 4.047 1.660 -0.250
O -2.185 2.865 1.648 -0.550
C -1.588 1.819 2.414 -0.066
C -1.691 0.523 1.581 -0.419
C -0.438 0.236 0.711 -0.404
C 0.618 -0.664 1.439 -0.398
C 0.747 -2.079 0.805 -0.846
Si 2.119 -2.265 -0.501 0.777
P 2.434 -0.546 -1.860 0.596
C 1.096 -0.557 -3.180 -0.948
O 2.161 0.929 -1.048 -0.970
H -0.321 3.850 1.610 0.169
H -1.663 4.633 0.769 0.188
H -1.689 4.642 2.541 0.168
H -0.566 2.070 2.724 0.170
H -2.217 1.685 3.311 0.171
H -2.538 0.659 0.894 0.223
H -1.902 -0.350 2.218 0.194
H -0.724 -0.290 -0.208 0.201
H 0.040 1.198 0.485 0.215
H 1.586 -0.169 1.573 0.206
H 0.221 -0.816 2.459 0.192
H -0.204 -2.461 0.405 0.234
H 1.008 -2.769 1.631 0.232
H 3.408 -2.601 0.115 -0.155
H 1.731 -3.398 -1.378 -0.147
H 0.656 -1.558 -3.294 0.258
H 1.553 -0.322 -4.153 0.226
H 0.340 0.220 -3.008 0.237
H 2.945 1.461 -1.121 0.490
O -0.882 -3.190 -3.531 -0.941
H -1.276 -4.065 -3.494 0.474
H -1.378 -2.736 -4.218 0.471
```

Record 2
Formula: C7H22FeN4O7
Source: the Open Molecules 2025 dataset
Level of theory: ωB97M-V with the def2-TZVPD basis set

* energy relative to the best compared isomer or geometry (same formula, charge and spin): 11.8 kcal/mol
* expectation value of S²: 6.139
* frontier orbital gap (spin up / spin down): 7.3 / 7.2 eV
* multiplicity: 5

```
41
Properties=species:S:1:pos:R:3:nbo_charge:R:1
O 2.971 2.004 -3.271 -0.935
H 3.334 2.512 -2.476 0.457
Fe -0.291 0.367 0.045 1.240
N -1.853 -0.385 -0.669 -0.354
N 0.499 -0.602 -1.641 -0.123
O -3.190 -0.325 -0.227 -0.588
O 1.723 -0.691 -2.043 -0.457
C -1.807 -1.043 -1.835 0.244
C -0.538 -1.110 -2.461 -0.007
C -3.131 -1.563 -2.250 -0.674
C -0.286 -1.824 -3.742 -0.679
H -3.797 -0.721 -2.497 0.248
H -3.635 -2.251 -1.537 0.245
H -2.999 -2.094 -3.200 0.218
H 0.798 -1.924 -3.718 0.260
H -0.526 -1.136 -4.573 0.225
H -0.777 -2.817 -3.807 0.216
H -3.202 0.356 0.469 0.473
H 2.194 1.616 -2.678 0.476
O 0.398 -3.258 1.502 -0.952
H -0.102 -3.613 0.753 0.482
H 1.291 -3.160 1.142 0.511
C 0.141 2.115 0.066 -1.251
H 1.209 1.766 -0.085 0.197
H -0.068 2.540 -0.960 0.227
H 0.237 3.068 0.644 0.234
O -1.705 5.189 -0.153 -0.938
H -2.551 4.934 -0.564 0.471
H -1.883 5.327 0.799 0.468
C 2.514 0.252 4.618 -0.282
O 3.063 -0.343 3.393 -0.489
C 2.153 -0.686 2.450 0.879
O 2.384 -1.314 1.414 -0.635
N 0.902 -0.258 2.780 -0.514
N -0.161 -0.554 1.852 -0.727
H 2.169 1.275 4.423 0.191
H 3.354 0.271 5.305 0.221
H 1.741 -0.388 5.058 0.187
H 0.618 0.259 3.619 0.410
H -0.171 -1.606 1.772 0.442
H -1.020 -0.185 2.281 0.384
```

Record 3
Formula: C7H22O6
Source: the Open Molecules 2025 dataset
Level of theory: ωB97M-V with the def2-TZVPD basis set

* energy relative to the best compared isomer or geometry (same formula, charge and spin): 58.6 kcal/mol
* frontier orbital gap: 8.7 eV

```
35
Properties=species:S:1:pos:R:3:nbo_charge:R:1
C 1.925 -1.696 -0.292 -0.202
C 2.839 -0.919 -0.848 -0.374
C -0.154 -2.978 -0.258 -0.138
C 0.615 -2.057 -0.844 -0.093
C 0.289 -1.439 -2.148 -0.208
C -0.468 -0.388 -2.416 -0.377
C -1.616 -3.125 -0.626 -0.660
H 2.252 -2.391 0.479 0.207
H 2.685 -0.374 -1.766 0.194
H 3.814 -0.733 -0.426 0.197
H 0.214 -3.483 0.627 0.196
H 0.865 -1.777 -3.012 0.208
H -0.595 0.066 -3.387 0.197
H -1.112 0.017 -1.637 0.184
H -2.266 -3.407 0.197 0.218
H -2.047 -2.183 -0.967 0.218
H -1.666 -3.728 -1.528 0.226
H 0.896 3.596 1.646 0.476
H -0.481 2.737 1.629 0.500
O 0.075 3.373 2.086 -0.967
H 2.629 1.246 1.871 0.469
H 1.142 1.501 2.126 0.484
O 1.776 0.803 1.921 -0.960
H 1.564 -2.594 3.137 0.471
H 2.290 -1.327 2.448 0.498
O 2.307 -1.992 3.141 -0.968
H -1.797 2.883 -2.464 0.483
H -1.926 1.830 -3.547 0.462
O -1.608 2.728 -3.399 -0.949
H -3.810 0.746 1.731 0.461
H -2.772 0.221 2.465 0.465
O -3.023 1.101 2.179 -0.924
H -2.450 3.640 0.131 0.490
H -1.173 4.204 -0.609 0.483
O -1.631 3.445 -0.327 -0.966
```